Computed, not measured: C34H70BBr3F4IN13O12P as an isolated structure in a non-equilibrium geometry, with wB97M-V/def2-TZVPD.

```
! RIJCOSX wB97M-V def2-TZVPD def2/J DEFGRID3
* xyz 1 1
N 3.27660 -2.47553 7.16847
C 2.06129 -2.08072 7.92347
C 0.85503 -1.65736 7.01417
C 1.07625 -1.99425 5.49054
C 1.95133 -0.83314 4.83964
C 1.11857 -0.25951 3.63409
C 2.01665 0.59713 2.66175
B 2.39783 1.89936 3.60514
N 3.61136 2.72073 3.32455
O 1.58753 2.32802 4.66780
O 3.28506 0.01225 2.37992
C 3.46305 -0.42193 1.04645
C 5.01879 -0.71367 0.94621
C 5.91968 0.53566 1.03431
O 7.06316 0.38215 0.93795
F 5.47853 1.79293 1.25684
C 2.65295 -1.77954 0.91044
C 3.50076 -3.06815 0.72924
O 4.14142 -3.52859 1.57031
I 3.50773 -4.21745 -1.13770
N 3.15493 0.67519 0.11103
C 3.37195 0.59866 -1.33260
C 3.42629 -0.73629 -2.10507
C 3.46489 -0.36367 -3.63357
F 2.34333 0.27570 -4.05477
Br 3.45115 -2.12979 -4.55762
C 4.80139 0.37044 -4.06158
F 5.80077 0.09562 -3.20822
F 4.53754 1.71897 -3.96310
Br 5.30156 0.08725 -5.92786
C 2.32524 1.63849 0.60933
N 2.35800 2.92823 0.40030
Br 3.69699 3.66984 -0.64891
P 1.19216 4.10835 1.11703
O 1.93641 5.28214 1.61537
N 1.29649 1.20139 1.52893
C 0.24591 0.39879 0.84624
C -1.16266 1.08979 1.03807
C -1.98238 0.52278 2.23947
C -2.13622 1.68176 3.30274
N -2.81744 2.87155 2.70039
H 3.95595 -2.84144 7.83721
H 3.70837 -1.63812 6.77705
H 1.79835 -2.93491 8.58598
H 2.35695 -1.25872 8.62175
H -0.08750 -2.11495 7.38806
H 0.71611 -0.56190 7.17026
H 0.05638 -1.97716 5.04561
H 1.56561 -2.97951 5.41406
H 2.89438 -1.29715 4.48440
H 2.10143 -0.09095 5.64383
H 0.67019 -1.14694 3.13998
H 0.25706 0.33131 4.00507
H 4.11355 2.79187 4.21587
H 3.26517 3.67600 3.15806
H 1.90136 2.03086 5.53535
H 5.29890 -1.23640 0.01636
H 5.24162 -1.30527 1.85830
H 1.91567 -1.64103 0.08917
H 2.02597 -2.00376 1.79939
H 2.59346 1.21758 -1.83715
H 4.31734 1.14173 -1.57770
H 2.54058 -1.39608 -2.00910
H 4.31402 -1.37295 -1.94850
H 0.48175 3.52169 2.19339
H 0.28567 4.43666 0.07265
H 0.21862 -0.68095 1.06568
H 0.43038 0.48265 -0.25629
H -1.72306 0.81505 0.11846
H -0.98592 2.17889 1.07257
H -1.54069 -0.38408 2.69456
H -3.00810 0.26576 1.91447
H -1.12345 2.00642 3.62413
H -2.77922 1.32747 4.13183
H -2.15784 3.64075 2.79532
H -3.66705 3.08123 3.21494
O -2.63753 -1.24109 -0.56035
C -3.62326 -1.86904 -0.94349
N -4.35516 -2.61321 -0.08715
C -4.08793 -1.86199 -2.37382
H -5.16810 -3.14485 -0.36233
H -4.06396 -2.63412 0.87643
H -3.29138 -2.24793 -3.00903
H -4.32198 -0.84388 -2.66766
H -4.97508 -2.47857 -2.51359
O 1.22302 5.62536 -1.36522
C 1.62923 6.45377 -2.17041
N 2.91370 6.87876 -2.14854
C 0.74911 7.05820 -3.23005
H 3.28468 7.55652 -2.78994
H 3.52170 6.49258 -1.44513
H -0.08384 7.57051 -2.74960
H 0.36613 6.26338 -3.86949
H 1.28919 7.77434 -3.84883
O -5.43997 -4.87139 -1.12164
C -5.62426 -6.07799 -1.08789
N -5.72277 -6.74126 0.09179
C -5.75487 -6.91636 -2.33143
H -5.87391 -7.73125 0.16074
H -5.63898 -6.20304 0.93851
H -4.84215 -6.82385 -2.91976
H -6.60078 -6.55520 -2.91518
H -5.91511 -7.96916 -2.09883
O 4.28674 4.84742 6.79695
C 4.71629 5.65242 5.98892
N 6.01311 6.05830 6.02034
C 3.86020 6.25407 4.90398
H 6.40443 6.71841 5.37348
H 6.60547 5.67031 6.73640
H 3.02793 6.78924 5.35939
H 3.47443 5.45364 4.27574
H 4.42053 6.94949 4.27864
O -4.54872 -0.32385 -4.75287
C -4.15583 0.32918 -5.70508
N -2.87385 0.78705 -5.75865
C -5.03315 0.67845 -6.87761
H -2.50954 1.32683 -6.52201
H -2.26738 0.56626 -4.98601
H -5.88451 1.25493 -6.52593
H -5.38553 -0.23890 -7.34342
H -4.49887 1.26628 -7.62501
O -1.18980 -6.41431 -4.68376
C -0.47098 -6.34800 -3.70700
N 0.86570 -6.60332 -3.79438
C -0.98432 -5.98385 -2.33577
H 1.49219 -6.55938 -3.01095
H 1.23483 -6.84894 -4.69844
H -1.73820 -6.71054 -2.03483
H -1.43270 -4.99130 -2.37655
H -0.18839 -5.97722 -1.58954
O -7.65570 0.71540 -7.94019
C -8.49970 -0.12481 -7.68605
N -8.54239 -1.30560 -8.35989
C -9.54986 0.06737 -6.62256
H -9.22085 -2.02302 -8.18070
H -7.85165 -1.45857 -9.07621
H -10.14588 0.94584 -6.86740
H -9.05796 0.21816 -5.66194
H -10.21373 -0.79392 -6.54338
*
```

The orbital gap comes out at 7.42 eV.

These are the Löwdin partial charges, in e, on atoms 1 to 6: N -0.024; C -0.269; C -0.192; C -0.180; C -0.158; C -0.105